Entry 1:
19
Properties=species:S:1:pos:R:3 method="wB97M-V/def2-TZVPD" homo_lumo_gap_ev=9.395 charge=+1 molar_mass_g_mol=102.161 spin_multiplicity=1
C -2.502 -1.194 0.307
C 1.887 0.805 0.660
C -1.012 1.595 -0.374
C 1.242 -0.158 -0.378
N -1.258 -0.823 0.112
N -0.622 0.286 -0.059
N 1.367 -1.496 -0.226
H -2.783 -2.227 0.363
H -3.300 -0.487 0.547
H 2.984 0.689 0.428
H 1.606 0.690 1.740
H 1.749 1.806 0.562
H -1.187 1.866 -1.487
H -1.785 1.857 0.244
H -0.145 2.260 -0.334
H 1.222 0.151 -1.404
H 1.131 -2.031 -1.004
H 1.995 -2.030 0.497
H -0.590 -1.556 -0.196

Entry 2:
63
Properties=species:S:1:pos:R:3 method="wB97M-V/def2-TZVPD" homo_lumo_gap_ev=10.402 molar_mass_g_mol=322.483 spin_multiplicity=1
C -6.449 2.127 -4.128
C -5.045 1.519 -4.154
O -5.211 0.148 -3.856
H -6.642 3.199 -4.113
H -6.948 1.741 -3.239
H -6.969 1.830 -5.039
H -4.379 1.980 -3.425
H -4.665 1.696 -5.161
H -4.413 -0.367 -3.998
C 6.098 -1.025 2.179
C 6.802 -0.670 0.876
O 6.054 0.125 -0.030
H 6.614 -1.480 3.025
H 5.218 -1.598 1.887
H 5.780 -0.098 2.656
H 7.194 -1.572 0.405
H 7.671 -0.099 1.204
H 6.366 0.984 0.264
C -3.582 5.921 0.983
C -2.189 6.048 0.496
O -2.246 6.609 -0.837
H -4.051 5.142 0.381
H -4.098 6.879 0.933
H -3.503 5.625 2.029
H -1.714 5.067 0.507
H -1.640 6.714 1.162
H -2.760 6.074 -1.445
C 5.098 5.390 1.769
C 5.846 5.658 0.419
O 6.896 4.701 0.320
H 4.750 4.361 1.862
H 4.278 6.099 1.882
H 5.778 5.454 2.619
H 6.416 6.585 0.358
H 5.183 5.645 -0.446
H 7.475 4.863 -0.429
C -2.547 -5.438 -3.158
C -1.168 -4.851 -3.423
O -1.359 -3.428 -3.505
H -3.095 -5.181 -2.252
H -2.475 -6.523 -3.088
H -3.255 -5.343 -3.981
H -0.693 -5.167 -4.352
H -0.370 -4.814 -2.680
H -0.516 -3.040 -3.752
C -2.037 -7.534 2.281
C -0.721 -7.354 3.089
O 0.199 -6.423 2.413
H -2.572 -8.350 2.767
H -1.896 -7.784 1.229
H -2.757 -6.727 2.418
H -0.223 -8.322 3.151
H -0.902 -7.022 4.112
H -0.246 -5.573 2.369
C -0.201 0.136 2.804
C -0.997 -0.234 1.642
O -1.248 -1.683 1.620
H -0.718 -0.187 3.707
H -0.078 1.218 2.835
H 0.797 -0.302 2.808
H -0.510 0.172 0.755
H -1.968 0.258 1.586
H -1.455 -1.781 0.688

Entry 3:
15
Properties=species:S:1:pos:R:3 method="wB97M-V/def2-TZVPD" homo_lumo_gap_ev="8.638 / 5.746" molar_mass_g_mol=127.402 spin_multiplicity=2
H 2.946 1.662 -1.204
O 0.196 2.468 -0.130
C -1.026 2.201 -0.191
C -1.455 0.851 -0.282
O -0.486 -0.028 -0.395
C -0.495 -1.286 0.332
C 0.958 -1.757 0.323
O 1.820 -0.737 0.669
Mg 1.637 0.937 -0.272
H -1.782 2.999 -0.207
H -2.486 0.514 -0.162
H -1.180 -1.981 -0.168
H -0.837 -1.064 1.351
H 1.179 -2.165 -0.686
H 1.011 -2.614 1.023